Molecular formula: CH11NO3
Method: DFT, the ωB97M-V functional and the def2-TZVPD basis

Summary:
Charge: 0
SMILES string: CN.O.O.O
ΔE to the lowest compared entry with this formula, charge and spin: 1.154 eV
Frontier orbital gap: 0.392 Ha
HOMO level: -10.156 eV

The geometry in XYZ format:
```
16
Properties=species:S:1:pos:R:3:forces:R:3
C -2.088 0.465 -0.844 -2.2 -1.8 2.2
N -1.425 1.728 -0.855 1.2 -0.4 0.1
H -3.216 0.563 -0.836 1.0 -0.1 0.2
H -1.876 -0.159 -1.671 0.5 -0.4 -1.1
H -1.829 -0.193 0.076 -0.3 1.3 -1.4
H -1.205 1.980 0.082 0.1 0.6 0.6
H -1.990 2.429 -1.264 -0.4 0.8 -0.4
O 0.058 -3.235 1.906 -0.8 -1.1 -0.7
H 0.696 -2.633 1.520 0.1 -0.1 -0.4
H -0.258 -3.858 1.194 0.7 1.2 1.1
O 2.361 0.855 1.243 -1.5 -1.8 4.1
H 1.662 0.404 1.901 2.5 1.5 -2.2
H 1.827 1.014 0.498 -1.0 0.2 -2.0
O 0.941 0.353 -1.523 1.0 -0.2 -0.2
H 0.244 0.992 -1.336 -0.5 0.5 -0.3
H 1.575 0.787 -2.121 -0.5 -0.2 0.4
```
Forces are in eV/Å.

Molecular formula: C42H58BrN3O4Re
Method: DFT, the ωB97M-V functional and the def2-TZVPD basis

Summary:
Charge: 0
<S²>: 0.763
Spin multiplicity: 2
ΔE to the lowest compared entry with this formula, charge and spin: 1.900 eV
Frontier orbital gap (alpha / beta): 0.262 / 0.257 Ha
HOMO level (alpha / beta): -7.457 / -7.242 eV

The geometry in XYZ format:
```
109
Properties=species:S:1:pos:R:3:forces:R:3
Re 0.149 -1.006 0.121 -0.9 1.9 -0.1
C -0.250 0.403 3.141 0.1 0.0 0.1
N -0.897 0.488 1.810 0.1 0.0 -0.1
C -2.312 0.098 1.951 -0.1 0.0 0.0
C -0.807 1.914 1.428 0.1 0.0 0.0
C 0.487 2.151 0.689 -0.1 0.1 0.1
N 0.509 1.313 -0.513 0.1 -0.6 0.0
C 1.826 1.370 -1.177 0.1 0.0 0.0
C 3.012 0.921 -0.358 0.1 0.0 0.0
C 4.254 1.448 -0.713 0.0 0.0 0.0
C 5.418 1.030 -0.099 0.0 0.0 0.0
C 5.302 0.055 0.895 0.0 0.0 0.0
C 4.098 -0.499 1.303 0.0 0.1 -0.1
C 2.932 -0.030 0.654 -0.3 -0.3 0.1
O 1.704 -0.411 1.083 1.0 0.3 0.9
C 4.067 -1.589 2.381 0.0 0.0 0.0
C 3.525 -2.899 1.790 0.0 0.0 0.0
C 5.470 -1.879 2.919 0.0 0.0 0.0
C 3.204 -1.163 3.577 0.0 0.0 0.0
C 6.798 1.567 -0.470 0.0 0.0 0.0
C 6.723 2.657 -1.538 0.0 0.0 0.0
C 7.474 2.160 0.774 0.0 0.0 0.0
C 7.658 0.417 -1.012 0.0 0.0 0.0
C -0.520 1.809 -1.447 -0.1 0.1 -0.1
C -0.568 1.164 -2.797 0.0 0.0 -0.2
C -0.944 1.934 -3.884 0.0 0.0 0.0
C -1.058 1.379 -5.149 0.0 0.1 0.0
C -0.741 0.033 -5.275 0.1 0.0 0.0
C -0.332 -0.784 -4.220 0.0 0.2 0.0
C -0.294 -0.197 -2.938 0.2 0.1 0.5
O 0.091 -0.868 -1.829 -0.4 -0.5 -1.0
C 0.014 -2.245 -4.510 0.0 0.0 0.0
C 1.379 -2.631 -3.918 0.0 0.0 -0.1
C 0.111 -2.512 -6.015 0.0 -0.1 -0.1
C -1.114 -3.125 -3.957 0.0 -0.1 0.0
C -1.503 2.244 -6.329 0.0 0.0 0.0
C -1.516 1.467 -7.645 0.0 0.0 0.0
C -0.544 3.432 -6.487 0.0 0.0 0.0
C -2.920 2.770 -6.062 0.0 0.0 0.0
H -0.744 1.106 3.820 0.0 0.0 0.0
H 0.800 0.665 3.050 0.0 0.0 0.0
H -0.327 -0.596 3.548 0.0 0.0 0.0
H -2.819 0.747 2.675 0.0 0.0 0.0
H -2.373 -0.932 2.293 0.0 0.0 0.0
H -2.810 0.182 0.986 0.0 0.0 0.0
H -0.851 2.547 2.320 0.0 0.0 0.0
H -1.671 2.184 0.829 0.0 0.0 -0.1
H 1.338 1.889 1.314 0.0 0.0 0.0
H 0.590 3.210 0.415 0.0 0.0 0.0
H 2.002 2.401 -1.516 -0.1 0.0 0.1
H 1.758 0.755 -2.071 0.0 0.0 0.0
H 4.280 2.196 -1.496 0.0 0.0 0.0
H 6.209 -0.288 1.371 0.0 0.0 0.0
H 4.122 -3.205 0.928 0.0 0.0 0.0
H 2.490 -2.812 1.476 -0.1 0.1 0.0
H 3.579 -3.690 2.541 0.0 0.0 0.0
H 6.139 -2.253 2.140 0.0 0.0 0.0
H 5.398 -2.649 3.687 0.0 0.0 0.0
H 5.926 -0.998 3.375 0.0 0.0 0.0
H 2.162 -1.059 3.299 -0.1 0.0 0.0
H 3.563 -0.218 3.995 0.0 0.0 0.0
H 3.265 -1.923 4.360 0.0 0.0 0.0
H 6.125 3.508 -1.206 0.0 0.0 0.0
H 6.298 2.280 -2.471 0.0 0.0 0.0
H 7.728 3.022 -1.757 0.0 0.0 0.0
H 6.878 2.975 1.189 0.0 0.0 0.0
H 8.460 2.554 0.515 0.0 0.0 0.0
H 7.609 1.412 1.556 0.0 0.0 0.0
H 7.200 -0.024 -1.899 0.0 0.0 0.0
H 7.780 -0.374 -0.270 0.0 0.0 0.0
H 8.652 0.781 -1.282 0.0 0.0 0.0
H -0.352 2.886 -1.589 0.0 0.0 0.0
H -1.495 1.700 -0.978 0.0 -0.1 0.0
H -1.144 2.989 -3.724 0.0 0.0 0.0
H -0.792 -0.411 -6.257 0.0 0.1 0.1
H 2.158 -1.969 -4.307 0.0 0.0 0.0
H 1.629 -3.650 -4.224 0.0 0.0 0.0
H 1.406 -2.578 -2.839 0.0 0.1 0.2
H 0.830 -1.848 -6.500 0.0 0.0 0.0
H -0.852 -2.410 -6.520 0.0 0.0 0.0
H 0.447 -3.539 -6.169 0.0 0.0 0.0
H -1.325 -2.897 -2.916 0.0 0.0 0.1
H -0.855 -4.183 -4.042 0.0 0.0 0.0
H -2.033 -2.954 -4.524 0.0 0.0 0.0
H -0.527 1.079 -7.896 0.0 0.0 0.0
H -1.829 2.130 -8.454 0.0 0.0 0.0
H -2.216 0.629 -7.614 0.0 0.0 0.0
H 0.474 3.086 -6.673 0.0 0.0 0.0
H -0.527 4.059 -5.595 0.0 0.0 0.0
H -0.853 4.058 -7.327 0.0 0.0 0.0
H -3.619 1.943 -5.922 0.0 0.0 0.0
H -3.266 3.374 -6.904 0.0 0.0 0.0
H -2.950 3.391 -5.166 0.0 0.0 0.0
N -0.415 -2.826 2.737 0.0 0.0 0.0
C -0.191 -2.149 1.829 0.0 -0.4 0.3
Br 2.063 -7.667 -2.601 0.0 0.0 0.0
C 0.549 -6.731 -1.962 0.0 0.0 0.0
C -0.692 -7.351 -1.973 0.0 0.0 0.0
C -1.805 -6.661 -1.513 0.0 0.0 0.0
C -1.680 -5.359 -1.057 0.0 0.0 0.0
C -0.429 -4.757 -1.055 -0.1 0.0 0.0
C 0.698 -5.438 -1.499 0.0 0.0 0.0
C -0.297 -3.356 -0.621 0.2 -0.1 -0.1
O -1.283 -2.602 -0.410 -0.1 -0.1 0.0
O 0.863 -2.840 -0.446 0.2 -0.6 -0.3
H -0.784 -8.365 -2.337 0.0 0.0 0.0
H -2.773 -7.145 -1.518 0.0 0.0 0.0
H -2.537 -4.800 -0.708 0.0 0.0 0.0
H 1.663 -4.952 -1.488 0.0 0.0 0.0
```
Forces are in eV/Å.

Molecular formula: C8H32O8
Method: DFT, the ωB97M-V functional and the def2-TZVPD basis

Summary:
Charge: +1
<S²>: 0.754
Spin multiplicity: 2
ΔE to the lowest compared entry with this formula, charge and spin: 2.511 eV
Frontier orbital gap (alpha / beta): 0.352 / 0.100 Ha
HOMO level (alpha / beta): -12.440 / -12.439 eV

The geometry in XYZ format:
```
48
Properties=species:S:1:pos:R:3:forces:R:3
C 2.031 -4.068 -0.178 0.4 -0.9 -0.3
O 1.948 -5.406 -0.714 -0.3 0.9 0.5
H 2.457 -4.093 0.825 0.3 0.1 0.0
H 2.681 -3.533 -0.871 -0.1 0.2 0.2
H 1.068 -3.566 -0.082 -0.3 0.0 -0.3
H 1.648 -5.961 0.010 -0.1 -0.3 -0.1
C -0.669 -0.363 -0.803 0.0 -0.2 -0.9
O -0.352 -0.043 0.536 -0.9 -0.3 0.4
H -0.060 -1.170 -1.209 0.0 -0.4 0.4
H -1.720 -0.649 -0.841 0.1 0.2 -0.3
H -0.372 0.463 -1.450 -0.7 0.3 -0.1
H 0.564 0.238 0.477 1.2 0.4 0.7
C 1.060 0.367 -4.123 -0.4 -1.0 -0.1
O 1.624 -0.806 -3.514 0.0 0.6 0.6
H 1.428 0.413 -5.149 0.0 0.6 0.1
H -0.027 0.295 -4.145 -0.2 -0.1 -0.2
H 1.263 1.257 -3.527 0.6 -0.2 -0.1
H 1.171 -1.593 -3.825 0.0 0.1 -0.2
C 2.869 -0.581 1.607 0.5 -0.2 1.0
O 2.449 0.267 0.580 -0.8 0.3 -0.9
H 3.863 -0.925 1.322 -0.1 -0.5 0.6
H 2.910 -0.025 2.544 0.3 0.1 0.1
H 2.170 -1.393 1.804 0.0 -0.3 -0.5
H 3.222 0.379 0.022 -0.4 0.5 -0.4
C -3.191 1.008 2.089 -1.5 -1.4 0.4
O -2.266 -0.005 2.316 -1.7 0.7 2.0
H -2.771 1.952 2.438 0.6 0.6 -0.5
H -3.552 0.933 1.064 0.5 0.8 -0.4
H -4.048 0.896 2.754 0.1 -0.4 0.3
H -1.629 0.009 1.597 2.5 -0.4 -2.2
C -4.835 -1.195 -1.852 -0.2 -1.0 -0.4
O -5.140 -2.553 -2.290 0.6 1.2 0.7
H -4.294 -1.293 -0.911 -0.2 -0.2 0.1
H -4.170 -0.643 -2.517 0.0 -0.2 -0.4
H -5.725 -0.582 -1.706 -0.1 -0.1 0.1
H -5.718 -2.553 -3.056 0.0 0.3 -0.1
C 1.611 3.814 -0.073 0.2 -0.5 0.1
O 2.903 3.420 0.407 -0.4 0.4 -0.8
H 0.896 2.991 -0.082 -0.1 -0.4 0.5
H 1.170 4.642 0.482 0.1 0.1 0.0
H 1.648 4.057 -1.135 0.6 0.4 0.1
H 2.905 3.330 1.363 -0.4 -0.1 0.0
C 0.224 1.745 3.280 1.5 1.4 0.8
O 1.385 2.547 2.896 -0.5 -1.3 -0.4
H -0.665 2.278 2.943 -0.2 -0.3 -0.1
H 0.331 0.720 2.925 0.1 0.3 -0.6
H 0.204 1.628 4.364 -0.2 0.2 0.1
H 1.499 3.350 3.410 -0.5 -0.1 0.4
```
Forces are in eV/Å.

Molecular formula: C29H18Cl84I2NS
Method: DFT, the ωB97M-V functional and the def2-TZVPD basis

Summary:
Charge: +1
Frontier orbital gap: 0.328 Ha
HOMO level: -11.657 eV

The geometry in XYZ format:
```
135
Properties=species:S:1:pos:R:3:forces:R:3
C -3.640 -1.729 -0.828 -0.1 0.5 -0.6
C -3.454 -0.796 -2.078 0.9 0.1 0.3
C -2.006 -0.162 -2.011 -1.3 0.1 0.1
I -1.975 1.407 -0.519 0.1 -0.5 -0.5
S -1.612 0.451 -3.713 0.3 -0.9 0.2
C -3.127 1.480 -4.191 -0.7 1.3 -0.2
N -2.837 2.768 -4.771 0.3 -1.0 1.0
C -2.809 3.876 -3.805 -0.8 1.0 0.0
C -0.125 1.522 -3.734 0.4 0.9 0.2
C 1.216 0.846 -3.254 -0.9 -0.7 0.3
C 1.131 -0.677 -2.911 1.1 0.5 0.4
I 1.842 1.930 -1.453 0.3 -0.3 -0.7
H -4.072 -2.681 -1.185 0.2 0.3 0.5
H -4.348 -1.216 -0.148 0.4 -0.6 -0.2
H -2.682 -1.912 -0.280 -0.9 0.2 -0.7
H -4.252 -0.035 -2.062 0.5 -0.2 -0.2
H -3.499 -1.337 -3.046 -0.2 0.0 0.6
H -1.344 -1.006 -1.746 0.1 0.9 -0.3
H -3.749 0.848 -4.856 0.9 0.0 0.2
H -3.716 1.644 -3.271 0.5 -0.2 -0.3
H -2.025 2.754 -5.372 -0.2 0.1 -0.3
H -3.707 4.503 -4.004 0.6 -0.3 0.3
H -2.883 3.561 -2.747 0.2 -0.1 -0.5
H -1.942 4.543 -3.917 -0.1 -0.4 0.0
H -0.310 2.459 -3.168 -0.2 -0.7 -0.2
H 0.028 1.830 -4.789 -0.5 -0.4 0.4
H 1.966 0.976 -4.051 -0.3 0.3 0.6
H 2.170 -1.064 -2.951 -0.6 0.2 0.1
H 0.816 -0.795 -1.859 -0.1 -0.2 -0.6
H 0.555 -1.285 -3.630 0.0 0.4 0.4
C -1.350 6.187 -0.354 0.0 0.2 0.0
Cl -0.663 7.582 0.487 -0.1 -0.2 -0.1
Cl -1.667 4.879 0.799 0.0 0.0 -0.1
Cl -2.867 6.655 -1.140 0.2 -0.3 -0.2
Cl -0.192 5.609 -1.567 -0.5 0.0 -0.3
C -3.378 1.076 3.531 -0.2 -0.1 0.3
Cl -4.858 1.283 4.477 0.1 0.0 -0.7
Cl -3.057 2.579 2.633 0.0 -0.1 0.2
Cl -2.015 0.701 4.605 -0.5 0.3 -0.6
Cl -3.591 -0.266 2.390 0.0 0.1 0.1
C -6.655 5.333 -0.663 0.0 0.1 0.2
Cl -5.528 4.414 0.354 -0.1 0.0 -0.1
Cl -8.285 4.658 -0.496 0.8 0.3 0.1
Cl -6.659 7.029 -0.152 0.0 -0.3 -0.1
Cl -6.141 5.227 -2.358 0.0 0.0 0.1
C 2.966 -0.916 -6.565 0.3 -0.1 -0.1
Cl 3.100 -1.626 -8.180 -0.1 0.2 0.3
Cl 4.007 0.513 -6.455 0.0 -0.4 0.3
Cl 1.281 -0.443 -6.251 0.0 0.0 -0.3
Cl 3.467 -2.106 -5.352 0.0 0.1 -0.1
C -4.970 1.905 8.591 0.1 0.0 0.1
Cl -4.248 3.287 9.432 -0.1 -0.1 -0.1
Cl -5.311 0.614 9.756 0.0 0.1 -0.1
Cl -6.478 2.412 7.807 0.3 0.0 0.2
Cl -3.848 1.311 7.355 0.1 0.1 0.7
C -2.292 -5.462 1.104 0.1 -0.2 0.1
Cl -3.696 -5.958 0.142 0.1 0.1 0.1
Cl -2.300 -6.325 2.649 0.0 0.1 -0.2
Cl -0.803 -5.837 0.221 -0.1 0.2 0.2
Cl -2.370 -3.715 1.400 0.1 -0.3 0.3
C 5.043 -0.617 1.077 0.1 -0.1 0.1
Cl 6.133 -1.705 1.943 -0.6 -0.1 0.0
Cl 3.366 -1.123 1.354 0.2 0.1 -0.2
Cl 5.264 1.037 1.673 0.0 -0.2 -0.1
Cl 5.402 -0.675 -0.660 0.0 0.0 0.1
C 1.259 3.640 -7.497 0.2 0.2 -0.3
Cl 1.160 5.188 -8.341 0.0 -0.2 0.2
Cl -0.296 2.767 -7.613 0.2 0.0 0.3
Cl 2.524 2.643 -8.225 -0.4 0.3 -0.1
Cl 1.642 3.932 -5.789 -0.1 -0.1 0.0
C -0.369 -7.664 -3.415 -0.1 -0.2 -0.1
Cl -1.846 -7.527 -2.447 0.1 -0.1 -0.3
Cl -0.140 -6.178 -4.357 0.0 -0.1 0.1
Cl 1.021 -7.896 -2.336 -0.1 0.1 -0.1
Cl -0.507 -9.044 -4.515 -0.1 0.4 0.1
C 1.806 -0.014 5.224 0.1 0.0 0.0
Cl 0.339 0.219 6.195 0.6 -0.1 0.3
Cl 2.182 1.479 4.350 -0.1 -0.2 0.1
Cl 3.164 -0.433 6.279 -0.2 0.0 -0.1
Cl 1.523 -1.324 4.063 -0.1 0.1 0.3
C -9.651 5.039 6.610 0.0 0.1 0.0
Cl -8.379 6.093 7.249 -0.1 -0.1 -0.1
Cl -9.264 3.351 6.993 -0.3 0.2 -0.1
Cl -11.203 5.469 7.345 0.2 -0.1 -0.1
Cl -9.754 5.235 4.851 0.0 0.0 0.2
C 1.675 -12.797 -3.686 0.1 -0.1 0.0
Cl 2.862 -13.721 -2.750 -0.1 0.1 -0.1
Cl 0.056 -13.462 -3.412 0.1 0.1 0.0
Cl 1.708 -11.100 -3.176 0.1 -0.3 0.0
Cl 2.072 -12.900 -5.410 0.0 0.0 0.2
C 10.126 -0.983 2.095 0.1 0.1 0.1
Cl 11.633 -1.355 1.239 -0.5 -0.6 0.5
Cl 8.862 -0.607 0.911 0.6 0.1 0.0
Cl 9.642 -2.384 3.073 0.1 0.5 -0.2
Cl 10.380 0.415 3.153 0.0 -0.1 -0.1
C 6.836 -5.319 4.304 0.0 -0.1 -0.1
Cl 5.889 -3.879 4.713 0.1 -0.1 0.0
Cl 5.746 -6.618 3.795 0.3 0.3 -0.2
Cl 7.961 -4.941 2.982 -0.3 -0.3 0.2
Cl 7.757 -5.836 5.728 -0.1 0.1 -0.2
C 3.046 -8.630 6.372 0.1 0.0 0.1
Cl 2.377 -8.349 4.753 0.0 0.0 0.1
Cl 4.710 -8.032 6.434 -0.3 -0.2 0.2
Cl 2.065 -7.771 7.574 0.1 -0.1 -0.1
Cl 3.027 -10.365 6.726 0.0 0.2 0.0
C 2.705 5.172 1.762 0.1 0.1 0.1
Cl 4.025 6.187 2.363 -0.1 -0.2 -0.1
Cl 3.088 3.463 2.028 0.1 0.1 -0.2
Cl 1.228 5.552 2.653 0.1 0.0 -0.1
Cl 2.476 5.451 0.019 0.3 0.0 0.6
C -3.821 8.550 2.854 -0.1 0.1 0.0
Cl -2.625 9.690 3.494 -0.1 -0.1 -0.1
Cl -3.343 6.896 3.275 0.0 0.1 0.0
Cl -5.409 8.900 3.556 0.2 -0.1 -0.1
Cl -3.907 8.713 1.090 -0.1 0.2 0.4
C 7.198 -8.443 9.882 0.0 0.0 0.1
Cl 7.903 -7.920 8.339 -0.1 -0.1 0.2
Cl 8.050 -7.648 11.216 -0.1 -0.1 -0.1
Cl 5.482 -8.005 9.936 0.2 0.0 0.0
Cl 7.364 -10.200 10.039 0.0 0.2 0.0
C -1.716 4.992 -11.625 0.0 0.0 -0.2
Cl -1.508 4.242 -13.215 0.0 0.1 0.2
Cl -0.735 6.466 -11.533 -0.1 -0.1 0.0
Cl -3.421 5.402 -11.380 0.2 0.0 0.0
Cl -1.194 3.860 -10.362 -0.2 0.1 -0.4
C 14.035 1.565 -1.244 0.1 0.0 0.0
Cl 14.227 0.768 -2.815 0.0 0.1 0.1
Cl 15.627 1.784 -0.495 -0.2 0.0 -0.1
Cl 13.267 3.146 -1.473 0.1 -0.1 0.0
Cl 13.018 0.560 -0.191 0.5 0.6 -0.5
C -12.416 2.859 -1.091 -0.2 0.0 0.0
Cl -12.878 2.989 -2.795 0.1 0.0 0.2
Cl -10.833 3.625 -0.850 -0.7 -0.3 -0.2
Cl -13.625 3.673 -0.085 0.2 -0.1 -0.1
Cl -12.319 1.150 -0.633 0.0 0.2 0.0
```
Forces are in eV/Å.

no.,strongest force on any atom (eV/A)
1,4.71
2,2.13
3,3.38
4,1.53